No. 1
A molecular structure, C5H20O9 at a distorted geometry. Source: the OMol25 dataset; level of theory: ωB97M-V with the def2-TZVPD basis set.

Results
energy above the lowest of the compared OMol25 structures with the same formula, charge and spin = 1.5191 eV
HOMO = -2.36 eV
electronic energy = -23936.109 eV
frontier orbital gap = 8.0235 eV

The geometry in ORCA input format:
```
! RIJCOSX wB97M-V def2-TZVPD def2/J DEFGRID3
* xyz -2 1
O 2.329 0.788 3.229
C 1.113 1.094 3.124
O 0.251 1.453 3.891
C 0.705 1.456 1.686
C 1.322 0.536 0.723
C 0.510 -0.439 -0.081
C 0.896 -0.474 -1.577
O -0.348 -0.432 -2.210
H -0.321 1.567 1.470
H 1.081 2.514 1.471
H 2.062 0.980 -0.013
H 2.123 -0.167 1.162
H -0.564 -0.291 0.028
H 0.820 -1.439 0.264
H 1.427 0.434 -1.727
H 1.339 -1.277 -2.080
H -1.155 -1.258 -1.817
H -2.258 -2.781 -1.922
O -1.679 -2.411 -1.349
H -0.710 0.927 -1.889
H -0.493 2.014 -0.791
O -0.975 1.950 -1.565
H -2.557 -2.085 1.367
H -2.229 -2.656 0.026
O -2.643 -2.940 1.023
H 0.209 2.360 -2.743
H 1.766 1.898 -2.895
O 1.121 2.525 -3.162
H 1.335 -2.690 -0.587
H -0.090 -3.275 -1.064
O 0.916 -3.425 -1.134
H -1.585 2.493 2.578
H -1.526 1.216 3.541
O -2.193 1.837 3.025
*
```

No. 2
4 unconnected molecules or ions with the total composition C5H21N2O3 at a distorted geometry. Source: the OMol25 dataset; level of theory: ωB97M-V with the def2-TZVPD basis set.

Results
energy above the lowest of the compared OMol25 structures with the same formula, charge and spin = 3.1973 eV
HOMO = -12.08 eV
electronic energy = -14640.614 eV
frontier orbital gap = 9.2380 eV

The geometry in ORCA input format:
```
! RIJCOSX wB97M-V def2-TZVPD def2/J DEFGRID3
* xyz 1 1
N -0.825 -2.481 -1.101
C 0.421 -1.729 -1.215
C 0.541 -0.703 -0.075
N -0.280 0.475 -0.278
C 0.494 1.693 -0.757
C -0.450 2.785 -1.275
C -1.364 0.725 0.738
H -1.602 -1.887 -1.123
H -0.993 -3.129 -1.792
H -0.830 -2.818 -0.175
H 1.278 -2.444 -1.013
H 0.447 -1.286 -2.230
H 1.582 -0.315 0.065
H 0.324 -1.294 0.772
H 1.005 1.303 -1.758
H 1.161 2.052 0.011
H -1.210 2.326 -1.951
H -1.136 3.127 -0.480
H 0.073 3.723 -1.609
H -1.473 -0.124 1.426
H -2.233 1.114 0.166
H -1.076 1.447 1.469
H 3.153 1.912 1.751
H 3.411 1.257 3.021
O 2.864 1.228 2.308
H -0.283 -1.201 3.510
H 1.160 -1.019 3.958
O 0.570 -1.482 3.427
H -1.931 0.273 -1.818
H -2.465 -0.083 -3.217
O -1.994 -0.438 -2.462
*
```

No. 3
4 unconnected molecules or ions with the total composition C5H21N2O4 at a distorted geometry. Source: the OMol25 dataset; level of theory: ωB97M-V with the def2-TZVPD basis set.

Results
energy above the lowest of the compared OMol25 structures with the same formula, charge and spin = 0.5500 eV
HOMO = -12.40 eV
electronic energy = -16690.274 eV
frontier orbital gap = 9.8595 eV

The geometry in ORCA input format:
```
! RIJCOSX wB97M-V def2-TZVPD def2/J DEFGRID3
* xyz 1 1
N 0.022 0.272 2.106
C 0.600 1.638 2.043
C 0.156 2.355 0.724
N 0.677 1.618 -0.398
C -0.803 1.939 -2.340
C -0.360 0.977 -1.235
C 0.186 -0.359 -1.733
O -0.257 -1.352 -0.762
H 0.505 -0.418 2.689
H 0.110 -0.029 1.125
H -0.985 0.258 2.285
H 1.668 1.539 1.869
H 0.426 2.256 2.923
H -0.922 2.424 0.727
H 0.613 3.329 0.910
H 1.347 2.141 -0.932
H -0.011 2.262 -3.011
H -1.180 2.820 -1.809
H -1.658 1.538 -2.875
H -1.213 0.674 -0.652
H -0.194 -0.614 -2.713
H 1.273 -0.419 -1.760
H 0.347 -2.096 -0.861
H 1.484 -2.790 2.939
H 0.735 -2.811 1.647
O 0.799 -2.300 2.464
H -2.025 -1.426 0.486
H -3.070 -1.319 1.621
O -2.248 -0.941 1.293
H 2.129 -3.757 -2.116
H 0.612 -3.994 -2.551
O 1.234 -3.413 -2.102
*
```

No. 4
A molecular structure, C5H21N2PdSi at a distorted geometry. Source: the OMol25 dataset; level of theory: ωB97M-V with the def2-TZVPD basis set.

Results
HOMO (spin up / spin down) = 0.18 / -3.20 eV
electronic energy = -19860.242 eV
frontier orbital gap (spin up / spin down) = 3.4059 / 6.6077 eV

The geometry in ORCA input format:
```
! RIJCOSX wB97M-V def2-TZVPD def2/J DEFGRID3
* xyz -1 3
C 0.935 -1.074 -2.001
Pd 0.413 -0.582 -0.091
N -0.595 0.643 1.437
N -1.697 -0.935 -0.633
H -0.707 1.588 1.076
H 0.709 -1.266 1.342
H 2.030 -1.067 -1.945
H 0.574 -0.294 -2.673
H 0.378 -2.007 -2.176
H -2.182 -0.048 -0.750
H -2.211 -1.482 0.049
H -1.778 -1.400 -1.526
H -1.523 0.304 1.742
H -0.030 0.726 2.271
C 4.066 2.985 0.330
Si 2.274 2.442 0.535
C 1.733 3.019 2.256
C 1.246 3.385 -0.724
C 2.136 0.571 0.352
H 4.196 4.070 0.442
H 4.458 2.722 -0.659
H 4.720 2.514 1.073
H 2.142 4.013 2.466
H 0.646 3.087 2.356
H 2.108 2.339 3.027
H 1.525 3.097 -1.746
H 0.171 3.199 -0.605
H 1.406 4.471 -0.630
H 2.509 0.078 1.261
H 2.813 0.250 -0.456
*
```

No. 5
6 unconnected molecules or ions with the total composition C5H21NO6 at a distorted geometry. Source: the OMol25 dataset; level of theory: ωB97M-V with the def2-TZVPD basis set.

Results
SMILES string = CNC(=O)C(C)C.O.O.O.O.O
energy above the lowest of the compared OMol25 structures with the same formula, charge and spin = 0.9000 eV
HOMO = -10.56 eV
electronic energy = -19300.455 eV
frontier orbital gap = 10.7679 eV

The geometry in ORCA input format:
```
! RIJCOSX wB97M-V def2-TZVPD def2/J DEFGRID3
* xyz 0 1
C -2.674 -0.443 0.187
N -1.444 0.361 0.267
C -0.191 -0.096 0.536
O 0.745 0.609 0.137
C -0.144 -1.429 1.263
C -0.066 -2.465 0.074
C 1.237 -1.449 2.010
H -3.064 -0.583 1.192
H -2.505 -1.353 -0.379
H -3.419 0.112 -0.374
H -1.485 1.225 -0.253
H -0.863 -1.590 2.057
H 0.314 -2.073 -0.854
H 0.590 -3.284 0.373
H -1.066 -2.882 0.019
H 1.050 -1.293 3.078
H 1.906 -0.697 1.641
H 1.631 -2.470 1.952
O 3.377 1.018 1.431
H 2.606 0.769 0.904
H 3.411 1.954 1.248
O 0.857 2.598 -2.088
H 1.695 3.083 -2.085
H 0.928 2.325 -1.156
O 1.155 -0.112 -2.450
H 0.513 0.576 -2.217
H 1.628 0.093 -1.628
O -1.441 2.467 2.747
H -1.923 1.674 2.498
H -1.738 3.155 2.156
O -1.727 -1.908 -3.315
H -1.466 -1.165 -2.756
H -0.974 -2.488 -3.150
*
```

No. 6
7 unconnected molecules or ions with the total composition C5H21NO6 at a distorted geometry. Source: the OMol25 dataset; level of theory: ωB97M-V with the def2-TZVPD basis set.

Results
SMILES string = C=C/C=C/CN.O.O.O.O.O.O
energy above the lowest of the compared OMol25 structures with the same formula, charge and spin = 0.6099 eV
HOMO = -8.81 eV
electronic energy = -19300.745 eV
frontier orbital gap = 9.1066 eV

The geometry in ORCA input format:
```
! RIJCOSX wB97M-V def2-TZVPD def2/J DEFGRID3
* xyz 0 1
C -3.193 -1.123 -0.105
C -2.281 -1.629 0.713
C -0.866 -1.706 0.327
C 0.115 -1.680 1.233
C 1.566 -1.743 0.824
N 2.332 -0.762 1.609
H -4.243 -1.046 0.144
H -2.935 -0.729 -1.095
H -2.558 -1.986 1.699
H -0.667 -1.727 -0.737
H -0.109 -1.657 2.268
H 1.934 -2.800 0.970
H 1.686 -1.516 -0.249
H 2.284 -0.951 2.609
H 3.332 -0.803 1.436
O 0.676 -0.701 -2.812
H -0.066 -0.052 -2.633
H 0.436 -1.047 -3.678
O 1.864 1.782 -2.795
H 2.054 1.855 -1.854
H 1.700 0.822 -2.914
O -1.013 0.856 2.748
H -0.132 0.622 2.447
H -1.457 1.150 1.925
O -1.234 2.012 0.281
H -1.447 2.948 0.358
H -0.267 1.913 0.478
O -1.041 1.376 -2.427
H -1.205 1.534 -1.461
H -0.185 1.817 -2.594
O 1.401 1.753 0.810
H 1.851 2.385 1.378
H 1.667 0.834 1.098
*
```

No. 7
7 unconnected molecules or ions with the total composition C5H22N2O7 at a distorted geometry. Source: the OMol25 dataset; level of theory: ωB97M-V with the def2-TZVPD basis set.

Results
SMILES string = C=NCC[C@@H](N)C=O.O.O.O.O.O.O
energy above the lowest of the compared OMol25 structures with the same formula, charge and spin = 3.4239 eV
HOMO = -9.14 eV
electronic energy = -22852.428 eV
frontier orbital gap = 9.0545 eV

The geometry in ORCA input format:
```
! RIJCOSX wB97M-V def2-TZVPD def2/J DEFGRID3
* xyz 0 1
C 1.472 -0.150 -0.229
N 1.431 -0.898 -1.244
C 0.240 -0.911 -2.090
C -0.915 -1.622 -1.315
C -1.513 -0.873 -0.144
N -2.378 0.222 -0.638
C -2.469 -1.887 0.472
O -2.565 -2.066 1.659
H 0.832 0.765 -0.171
H 2.312 -0.227 0.467
H -0.118 0.050 -2.456
H 0.462 -1.483 -3.006
H -1.681 -1.773 -2.085
H -0.380 -2.559 -1.127
H -0.772 -0.565 0.602
H -3.197 0.454 -0.094
H -1.801 1.047 -0.732
H -3.058 -2.355 -0.321
O 2.403 2.636 1.366
H 2.308 3.597 1.234
H 1.645 2.243 1.808
O 1.126 -2.390 1.602
H 0.204 -2.152 1.709
H 1.271 -3.262 1.991
O -0.129 2.580 0.097
H 0.467 2.294 0.802
H -0.381 3.512 0.123
O 3.579 -2.575 -0.229
H 3.474 -1.914 -0.911
H 2.828 -2.806 0.337
O -0.543 2.414 -2.582
H -0.165 2.389 -1.686
H -1.444 2.738 -2.541
O -0.629 2.057 2.844
H -0.621 2.087 3.812
H -1.294 1.384 2.676
*
```

No. 8
A molecular structure, C5H22NaO8 at a distorted geometry. Source: the OMol25 dataset; level of theory: ωB97M-V with the def2-TZVPD basis set.

Results
HOMO = -0.86 eV
electronic energy = -26336.796 eV
frontier orbital gap = 1.8635 eV

The geometry in ORCA input format:
```
! RIJCOSX wB97M-V def2-TZVPD def2/J DEFGRID3
* xyz -1 1
Na 0.020 0.674 0.277
O -1.869 2.189 0.624
C -2.470 2.530 1.811
C -3.344 3.807 1.858
O -4.290 3.920 0.921
H -1.765 2.561 2.694
H -3.164 1.686 2.113
H -2.576 4.641 1.881
H -3.831 3.827 2.875
O 2.225 0.444 -0.799
H 2.922 -0.181 -0.578
H 2.501 0.844 -1.629
O -0.724 0.670 -2.044
H -1.555 1.135 -2.209
H -0.168 0.844 -2.806
O 1.329 0.043 2.250
H 2.277 -0.082 2.357
H 0.923 -0.601 2.841
O 1.453 2.683 1.407
H 2.339 2.534 1.067
H 1.335 2.020 2.098
O -1.998 -0.476 0.921
H -2.252 0.508 0.962
H -2.250 -0.864 1.762
C 2.383 -3.290 -1.065
C 0.970 -2.840 -1.366
C 0.787 -2.507 -2.849
O 0.068 -3.848 -0.942
H 2.671 -3.160 -0.019
H 3.117 -2.801 -1.710
H 2.524 -4.361 -1.246
H 0.835 -1.905 -0.817
H 1.473 -3.084 -3.481
H 1.139 -1.486 -3.029
H -0.239 -2.654 -3.171
H -0.796 -3.419 -0.960
*
```